1.
This record from the OMol25 dataset describes an isolated molecule of C6H10N2 in a non-equilibrium geometry. The level of theory is the ωB97M-V functional and the def2-TZVPD basis.

Calculated total energy ... -344.01434 Ha
Energy relative to the best compared isomer or geometry (same formula, charge and spin) ... 76.8 kcal/mol
Structure (SMILES) ... [H]/N=C(\C)[C@@]1(N)CC1=C
Maximum force ... 3.262 eV/A
LUMO ... 0.0337 Eh

Each line ends with the natural charge from an NBO analysis.
Element x y z (Å)
N  -0.672  -1.611  -0.545  -0.65
N  1.131  1.176  0.924  -0.84
C  -0.666  1.374  -0.895  -0.46
C  0.399  -0.920  -0.261  0.30
C  0.236  0.501  0.036  0.03
C  -2.524  0.560  0.800  -0.41
C  1.760  -1.562  -0.160  -0.68
C  -1.426  0.769  0.124  0.09
H  -3.419  1.151  0.621  0.20
H  1.923  -1.929  0.858  0.24
H  1.143  2.189  0.837  0.37
H  -2.568  -0.234  1.539  0.21
H  2.099  0.882  0.946  0.38
H  -0.526  2.445  -0.791  0.22
H  -0.837  1.020  -1.908  0.24
H  -0.429  -2.550  -0.877  0.33
H  1.826  -2.411  -0.845  0.23
H  2.552  -0.850  -0.404  0.21

2.
This record from the OMol25 dataset describes an isolated molecule of C6H10N2 in a non-equilibrium geometry. The level of theory is the ωB97M-V functional and the def2-TZVPD basis.

Calculated total energy ... -344.01213 Ha
Energy relative to the best compared isomer or geometry (same formula, charge and spin) ... 78.2 kcal/mol
Structure (SMILES) ... N[C@]12C=C[C@](N)(C1)C2
Maximum force ... 6.989 eV/A
LUMO ... 0.0380 Eh

Each line ends with the natural charge from an NBO analysis.
Element x y z (Å)
N  -2.364  -0.609  -0.169  -0.82
N  2.397  -0.544  -0.121  -0.82
C  0.047  -0.564  -1.012  -0.37
C  0.022  -0.622  1.075  -0.38
C  -0.731  1.363  0.069  -0.24
C  1.064  -0.046  0.006  0.07
C  -1.097  -0.106  0.084  0.09
C  0.562  1.458  0.074  -0.20
H  2.964  0.169  -0.740  0.36
H  -0.062  0.037  -1.941  0.19
H  -2.845  -0.012  -0.798  0.37
H  0.204  -1.629  -1.091  0.21
H  0.156  -1.722  1.187  0.21
H  -1.351  2.142  -0.118  0.21
H  -0.149  -0.084  2.072  0.20
H  -2.908  -0.750  0.695  0.36
H  2.840  -0.756  0.661  0.36
H  1.252  2.275  0.065  0.21

3.
This record from the OMol25 dataset describes an isolated molecule of C6H10N2O. The level of theory is the ωB97M-V functional and the def2-TZVPD basis.

Calculated total energy ... -419.29079 Ha
Energy relative to the best compared isomer or geometry (same formula, charge and spin) ... 60.1 kcal/mol
Structure (SMILES) ... CO[C@@H]1[C@H]2C=NNC[C@H]21
Maximum force ... 0.989 eV/A
LUMO ... 0.0370 Eh

Each line ends with the natural charge from an NBO analysis.
Element x y z (Å)
O  -0.780  -1.773  -0.796  -0.52
N  1.222  1.662  1.265  -0.24
N  1.676  1.569  -0.044  -0.46
C  0.115  1.057  1.509  0.02
C  -0.011  -0.717  -0.352  0.11
C  -0.352  0.616  -0.923  -0.24
C  -0.698  0.339  0.505  -0.34
C  0.680  1.702  -1.091  -0.23
C  -0.882  -2.768  0.208  -0.25
H  0.113  -3.181  0.426  0.17
H  0.158  2.665  -1.040  0.18
H  -1.522  -3.562  -0.215  0.20
H  -0.232  1.044  2.543  0.19
H  2.440  2.215  -0.120  0.37
H  -1.753  0.159  0.781  0.24
H  -1.286  -2.372  1.168  0.17
H  1.223  1.683  -2.051  0.21
H  1.035  -0.958  -0.119  0.20
H  -1.147  0.619  -1.654  0.24

4.
This record from the OMol25 dataset describes an isolated molecule of C6H10N2O in a non-equilibrium geometry. The level of theory is the ωB97M-V functional and the def2-TZVPD basis.

Calculated total energy ... -419.27216 Ha
Energy relative to the best compared isomer or geometry (same formula, charge and spin) ... 71.7 kcal/mol
Structure (SMILES) ... CCN1N[C@@H]2C[C@@H]2C1=O
Maximum force ... 3.800 eV/A
LUMO ... 0.0335 Eh

Each line ends with the natural charge from an NBO analysis.
Element x y z (Å)
O  -0.144  2.260  -0.185  -0.58
N  0.174  -1.327  -0.530  -0.43
N  -0.458  -0.027  -0.161  -0.34
C  1.708  0.569  -0.127  -0.35
C  -2.873  -0.562  -0.080  -0.62
C  0.355  1.136  -0.108  0.66
C  2.151  -0.634  0.895  -0.39
C  1.586  -0.930  -0.431  -0.06
C  -1.720  -0.130  0.678  -0.23
H  -1.876  0.804  1.211  0.22
H  -2.913  0.031  -1.011  0.21
H  -3.860  -0.348  0.434  0.22
H  2.331  1.205  -0.585  0.23
H  -0.139  -1.398  -1.581  0.36
H  2.279  -1.440  -1.153  0.22
H  3.200  -0.834  1.170  0.24
H  -1.691  -0.890  1.516  0.19
H  -2.838  -1.647  -0.306  0.21
H  1.399  -0.786  1.664  0.23

5.
This record from the OMol25 dataset describes a structure of composition C6H10N2O. The level of theory is the ωB97M-V functional and the def2-TZVPD basis.

Calculated total energy ... -419.21121 Ha
Energy relative to the best compared isomer or geometry (same formula, charge and spin) ... 110.0 kcal/mol
Maximum force ... 0.747 eV/A
LUMO ... 0.0148 Eh

Each line ends with the natural charge from an NBO analysis.
Element x y z (Å)
O  1.476  0.433  -1.753  -0.64
N  -1.336  1.832  -0.849  -0.74
N  0.049  -0.176  -0.140  -0.43
C  -1.330  0.605  -0.543  0.46
C  -2.359  -0.364  -1.048  -0.66
C  -0.645  -0.207  1.065  0.01
C  2.412  0.124  0.498  -0.71
C  1.270  0.078  -0.461  0.58
C  -0.561  -1.104  2.038  -0.50
H  2.384  0.734  -1.872  0.49
H  3.174  -0.614  0.234  0.24
H  -2.274  -0.424  -2.136  0.23
H  2.881  1.115  0.479  0.23
H  -3.348  0.017  -0.800  0.24
H  0.129  -1.949  1.993  0.18
H  -1.199  -1.037  2.910  0.21
H  -2.238  -1.355  -0.618  0.23
H  2.063  -0.078  1.509  0.26
H  -0.549  2.371  -0.505  0.34

6.
This record from the OMol25 dataset describes an isolated molecule of C6H10N2O in a non-equilibrium geometry. The level of theory is the ωB97M-V functional and the def2-TZVPD basis.

Calculated total energy ... -419.32421 Ha
Energy relative to the best compared isomer or geometry (same formula, charge and spin) ... 39.1 kcal/mol
Structure (SMILES) ... C=C(C=O)/C(N)=N\CC
Maximum force ... 3.017 eV/A
LUMO ... -0.0111 Eh

Each line ends with the natural charge from an NBO analysis.
Element x y z (Å)
O  -3.346  -0.842  -0.626  -0.52
N  0.994  0.958  -0.560  -0.47
N  -0.751  2.326  0.214  -0.81
C  -0.195  1.076  -0.069  0.42
C  1.443  -0.400  -0.871  -0.24
C  -1.345  -0.839  1.243  -0.26
C  -1.284  -0.026  0.177  -0.23
C  2.534  -0.907  0.123  -0.61
C  -2.344  -0.146  -0.799  0.38
H  0.642  -1.123  -0.931  0.17
H  -1.429  2.390  0.964  0.39
H  -0.040  3.048  0.338  0.39
H  -2.174  -1.489  1.156  0.23
H  3.250  -0.145  0.311  0.22
H  -0.646  -0.869  2.115  0.22
H  -2.283  0.405  -1.748  0.14
H  2.031  -1.254  1.071  0.19
H  3.056  -1.805  -0.242  0.21
H  1.888  -0.359  -1.866  0.19